1.
A molecular structure, C24H22IN7O4S3W. Source: the Open Molecules 2025 dataset; level of theory: the ωB97M-V functional and the def2-TZVPD basis.

## Properties
Multiplicity: 3
<S²>: 2.01
Total charge: +2
Energy above the lowest of the compared OMol25 structures with the same formula, charge and spin (kJ/mol): 0.0

Last column: Mulliken spin population.
Cartesian coordinates (Å):
1 W 0.112 0.309 -0.696  1.8130
2 C -6.045 0.305 4.753  -0.0001
3 C -5.167 0.215 3.542  -0.0006
4 C -5.702 0.425 2.269  0.0002
5 C -4.908 0.354 1.142  -0.0013
6 C -3.554 0.065 1.300  -0.0017
7 C -2.989 -0.153 2.556  0.0011
8 C -3.806 -0.078 3.666  -0.0006
9 S -2.578 -0.004 -0.117  0.0350
10 O -3.321 -0.357 -1.274  0.0001
11 O -1.378 -0.892 0.205  0.0169
12 N -1.749 1.387 -0.395  -0.0210
13 C -1.256 2.043 0.769  0.0139
14 C -1.890 3.009 1.520  -0.0124
15 C -1.187 3.531 2.597  0.0182
16 C 0.104 3.090 2.875  -0.0096
17 C 0.680 2.133 2.064  0.0049
18 N -0.007 1.621 1.035  0.0023
19 H -7.007 -0.173 4.574  0.0000
20 H -6.242 1.352 4.995  0.0000
21 H -5.581 -0.159 5.621  0.0000
22 H -6.759 0.632 2.162  0.0000
23 H -5.323 0.497 0.152  0.0001
24 H -1.942 -0.406 2.656  0.0004
25 H -3.390 -0.263 4.648  0.0000
26 H -2.890 3.331 1.270  0.0004
27 H -1.644 4.289 3.219  0.0007
28 H 0.660 3.492 3.709  0.0000
29 H 1.683 1.757 2.215  0.0041
30 N 6.650 -4.363 -1.810  -0.0014
31 C 5.759 -3.433 -1.431  -0.0014
32 C 4.483 -3.375 -2.042  0.0011
33 C 3.573 -2.432 -1.657  -0.0091
34 C 3.914 -1.514 -0.650  0.0012
35 C 5.172 -1.552 -0.034  0.0004
36 C 6.080 -2.500 -0.421  -0.0004
37 S 2.787 -0.353 -0.152  0.0288
38 O 1.473 -1.040 0.208  0.0120
39 O 3.310 0.533 0.839  0.0062
40 N 2.136 0.406 -1.446  0.0131
41 C 2.045 1.754 -1.695  0.0110
42 S 3.118 3.034 -1.985  0.0061
43 C 1.760 4.097 -2.139  0.0029
44 C 0.590 3.441 -1.986  0.0087
45 N 0.764 2.099 -1.727  -0.0163
46 H 6.430 -5.037 -2.522  0.0001
47 H 7.556 -4.421 -1.381  0.0001
48 H 4.232 -4.086 -2.818  0.0001
49 H 2.599 -2.392 -2.129  0.0039
50 H 5.417 -0.840 0.741  -0.0002
51 H 7.053 -2.539 0.050  0.0000
52 H 1.910 5.142 -2.354  0.0004
53 H -0.401 3.862 -2.045  -0.0002
54 I -1.090 -4.546 -4.443  0.0007
55 C -0.728 -2.633 -3.783  -0.0027
56 C -0.723 -1.472 -4.531  0.0272
57 N -0.445 -0.461 -3.697  0.0076
58 N -0.263 -0.903 -2.438  0.0020
59 C -0.433 -2.227 -2.483  0.0189
60 H -0.905 -1.305 -5.580  0.0018
61 H -0.395 0.523 -3.907  0.0020
62 H -0.353 -2.817 -1.584  0.0114


2.
A molecular structure, C29H24Br2N4O5S4Tm in a non-equilibrium geometry. Source: the Open Molecules 2025 dataset; level of theory: the ωB97M-V functional and the def2-TZVPD basis.

## Properties
Multiplicity: 4
<S²>: 3.77
Total charge: -2
Energy above the lowest of the compared OMol25 structures with the same formula, charge and spin (kJ/mol): 38.1

Last column: Mulliken spin population.
Cartesian coordinates (Å):
1 Tm 0.826 0.334 0.673  2.0165
2 C 2.846 -1.831 -1.536  -0.0410
3 C 2.695 -2.483 -0.193  0.1610
4 C 3.257 -3.708 0.050  -0.0387
5 C 3.068 -4.377 1.277  0.5480
6 C 2.252 -3.750 2.247  -0.1184
7 C 1.929 -4.287 3.512  -0.0285
8 Br 2.626 -6.004 4.020  0.0059
9 C 1.121 -3.644 4.423  0.0272
10 C 0.589 -2.411 4.079  -0.0067
11 Br -0.541 -1.517 5.332  0.0034
12 C 0.849 -1.802 2.848  0.0597
13 O 0.317 -0.648 2.508  0.0237
14 C 1.700 -2.474 1.939  0.0897
15 N 1.939 -1.820 0.734  0.2098
16 H 3.723 -2.222 -2.055  0.0052
17 H 2.962 -0.752 -1.445  0.0109
18 H 1.971 -2.008 -2.168  0.0217
19 H 3.861 -4.159 -0.730  -0.0046
20 H 3.519 -5.338 1.475  0.0486
21 H 0.902 -4.087 5.384  0.0067
22 C -4.831 4.211 -3.231  0.0000
23 C -3.517 3.512 -3.002  -0.0001
24 C -2.850 2.883 -4.045  0.0002
25 C -1.645 2.227 -3.822  0.0000
26 C -1.109 2.196 -2.545  0.0001
27 C -1.747 2.840 -1.491  0.0005
28 C -2.947 3.488 -1.732  -0.0001
29 S 0.425 1.346 -2.249  0.0007
30 O 1.046 1.231 -3.545  -0.0001
31 O 1.098 2.124 -1.209  0.0001
32 N 0.160 -0.007 -1.508  0.0008
33 C -0.599 -1.087 -1.947  0.0017
34 C -1.234 -1.182 -3.190  -0.0040
35 C -2.001 -2.301 -3.451  0.0001
36 C -2.120 -3.296 -2.491  -0.0002
37 C -1.438 -3.114 -1.297  0.0050
38 N -0.696 -2.049 -1.029  -0.0020
39 H -5.150 4.123 -4.270  0.0000
40 H -4.760 5.273 -2.988  0.0000
41 H -5.615 3.786 -2.601  0.0000
42 H -3.274 2.905 -5.044  0.0000
43 H -1.110 1.757 -4.635  0.0000
44 H -1.312 2.825 -0.501  0.0000
45 H -3.454 3.973 -0.905  0.0001
46 H -1.111 -0.412 -3.937  0.0008
47 H -2.502 -2.393 -4.409  0.0000
48 H -2.711 -4.187 -2.656  -0.0004
49 H -1.480 -3.862 -0.512  0.0004
50 O 0.060 2.183 1.645  -0.0042
51 N -0.808 1.968 2.632  -0.0006
52 C -0.516 2.492 3.837  -0.0005
53 C -1.377 2.358 4.891  0.0003
54 C -2.562 1.641 4.688  -0.0003
55 C -2.820 1.079 3.467  0.0006
56 C -1.917 1.210 2.388  -0.0013
57 S -2.130 0.474 0.868  0.0009
58 H 0.440 2.990 3.870  0.0003
59 H -1.107 2.774 5.850  0.0002
60 H -3.257 1.497 5.506  0.0000
61 H -3.700 0.477 3.294  -0.0002
62 C 4.156 1.611 -1.224  0.0019
63 O 3.499 1.141 -0.045  0.0016
64 C 4.188 1.075 1.143  -0.0010
65 S 5.861 1.218 1.167  0.0012
66 S 3.135 0.833 2.431  -0.0010
67 H 3.370 2.015 -1.855  -0.0011
68 H 4.663 0.784 -1.723  -0.0007
69 H 4.895 2.363 -0.961  -0.0001


3.
A molecular structure, C17H22I2N4OPt in a non-equilibrium geometry. Source: the Open Molecules 2025 dataset; level of theory: the ωB97M-V functional and the def2-TZVPD basis.

## Properties
Multiplicity: 5
<S²>: 6.03
Total charge: +4

Last column: Mulliken spin population.
Cartesian coordinates (Å):
1 Pt 0.456 0.035 0.590  1.4939
2 I -2.972 -0.900 -6.486  0.6761
3 C -2.046 -1.065 -4.583  0.1531
4 C -1.582 -2.303 -4.121  0.0974
5 C -1.056 -2.392 -2.852  0.1038
6 I -0.322 -4.225 -2.102  0.6690
7 C -0.984 -1.255 -1.955  0.0987
8 O -0.546 -1.433 -0.788  0.3165
9 C -1.431 0.011 -2.484  0.0185
10 C -1.505 1.217 -1.575  -0.0089
11 N -0.253 1.643 -0.932  0.2274
12 C 0.873 1.950 -1.826  0.0006
13 C 1.816 0.786 -2.013  -0.0046
14 C 2.637 0.673 -3.133  0.0108
15 C 3.551 -0.366 -3.198  -0.0035
16 C 3.609 -1.296 -2.168  0.0074
17 C 2.752 -1.128 -1.089  0.0088
18 N 1.903 -0.109 -1.026  0.1597
19 C -1.944 0.075 -3.759  -0.0062
20 H -1.642 -3.187 -4.745  -0.0062
21 H -2.223 0.999 -0.771  -0.0012
22 H -1.925 2.053 -2.152  0.0124
23 H -0.471 2.470 -0.373  -0.0105
24 H 1.456 2.772 -1.392  0.0004
25 H 0.509 2.279 -2.805  0.0010
26 H 2.579 1.406 -3.924  0.0006
27 H 4.227 -0.440 -4.043  0.0001
28 H 4.307 -2.121 -2.182  -0.0005
29 H 2.766 -1.827 -0.257  0.0063
30 H -2.311 1.015 -4.148  0.0019
31 N -1.171 0.338 5.428  0.0000
32 C -0.786 -0.961 4.816  -0.0004
33 C -0.829 -0.868 3.287  0.0010
34 N 0.067 0.200 2.792  -0.0494
35 C -0.355 1.487 3.384  0.0116
36 C -0.311 1.438 4.916  -0.0010
37 H -1.087 0.278 6.456  0.0001
38 H -2.165 0.542 5.244  -0.0003
39 H -1.459 -1.751 5.157  0.0001
40 H 0.221 -1.215 5.156  0.0003
41 H -1.845 -0.654 2.943  0.0007
42 H -0.529 -1.837 2.876  0.0091
43 H 1.010 0.002 3.151  -0.0021
44 H -1.370 1.711 3.043  0.0002
45 H 0.308 2.291 3.053  0.0074
46 H -0.641 2.397 5.327  -0.0002
47 H 0.712 1.265 5.263  0.0000


4.
A single C17H15N3O molecule in a non-equilibrium geometry. Source: the Open Molecules 2025 dataset; level of theory: the ωB97M-V functional and the def2-TZVPD basis.

## Properties
SMILES: Cc1[nH]c2ccccc2c1/C=N/NC(=O)c1ccccc1
Total charge: 0
Energy above the lowest of the compared OMol25 structures with the same formula, charge and spin (kJ/mol): 78.7

Last column: Löwdin charge in e.
Cartesian coordinates (Å):
1 C 0.194 2.026 0.276  -0.0105
2 C 1.449 1.243 0.179  -0.2278
3 N 2.667 1.852 0.216  0.1301
4 C 3.665 0.919 0.110  -0.2025
5 C 5.042 1.073 0.101  -0.0248
6 C 5.810 -0.067 -0.021  -0.1005
7 C 5.219 -1.327 -0.131  -0.1001
8 C 3.849 -1.482 -0.123  -0.0314
9 C 3.050 -0.349 0.000  -0.1256
10 C 1.631 -0.123 0.045  -0.1181
11 C 0.633 -1.143 -0.016  -0.0699
12 N -0.618 -0.886 -0.032  0.0371
13 N -1.488 -1.913 -0.070  0.0506
14 C -2.846 -1.786 -0.020  -0.4322
15 O -3.540 -2.781 0.067  0.0684
16 C -3.398 -0.407 -0.069  -0.1442
17 C -4.505 -0.121 0.725  -0.0181
18 C -5.073 1.139 0.700  -0.0777
19 C -4.553 2.116 -0.133  -0.0858
20 C -3.468 1.827 -0.944  -0.0843
21 C -2.888 0.571 -0.915  -0.0528
22 H 0.305 2.843 0.988  0.0839
23 H -0.617 1.373 0.582  0.0600
24 H -0.064 2.453 -0.693  0.0892
25 H 2.808 2.844 0.314  0.1650
26 H 5.496 2.050 0.186  0.1066
27 H 6.886 0.014 -0.031  0.0981
28 H 5.854 -2.195 -0.225  0.0979
29 H 3.409 -2.464 -0.211  0.1027
30 H 0.998 -2.177 -0.046  0.1247
31 H -1.131 -2.874 -0.043  0.1600
32 H -4.906 -0.898 1.358  0.1184
33 H -5.926 1.358 1.325  0.1028
34 H -4.999 3.100 -0.156  0.1013
35 H -3.074 2.585 -1.605  0.1020
36 H -2.049 0.347 -1.554  0.1075


no.,calculated total energy (Ha)
1,-3170.887917
2,-9540.926915
3,-1668.338842
4,-896.327972